(1)
C4H9ClN3O2 | ωB97M-V/def2-TZVPD

Each atom is followed by the atoms it is bonded to, with distances in Å.
Atoms and positions in Å:
1 C 0.45716 1.81761 0.22503  N5 1.277, O8 1.250
2 C -0.38302 -0.86569 0.73684  C4 1.506, N6 1.523, N7 1.417, H11 1.182
3 C 1.81124 -0.18054 -0.03570  N5 1.534, N6 1.363, Cl10 1.770, H12 1.120
4 C -0.98758 -1.46911 -0.50376  C2 1.506, H13 1.077, H14 1.184, H15 1.021
5 N 1.54912 1.32024 -0.21321  C1 1.277, C3 1.534, H16 1.050
6 N 1.11502 -0.75269 0.98754  C2 1.523, C3 1.363, H17 1.011
7 N -0.88673 0.35562 1.25058  C2 1.417, O9 1.360
8 O 0.04821 2.98598 0.05049  C1 1.250, H18 0.997
9 O -2.11264 0.59161 0.71139  N7 1.360, H19 0.962
10 Cl 3.55795 -0.13661 0.24577  C3 1.770
11 H -0.47238 -1.64832 1.61863  C2 1.182
12 H 1.76194 -0.51639 -1.10300  C3 1.120
13 H -0.43763 -2.32883 -0.84849  C4 1.077
14 H -0.88384 -0.79484 -1.47144  C4 1.184
15 H -1.99245 -1.61452 -0.39398  C4 1.021
16 H 2.41758 1.73189 -0.63583  N5 1.050
17 H 1.34572 -0.25481 1.83614  N6 1.011
18 H 0.39454 3.49717 -0.73249  O8 0.997
19 H -2.71490 0.87622 1.40575  O9 0.962

Its net charge is +1. The molar mass comes out at 166.59 g/mol. The calculation puts the largest force on an atom at 0.1031 hartree/bohr. The energy above the lowest of the compared OMol25 structures with the same formula, charge and spin is 76.7 kcal per mole. The value obtained for the HOMO energy (spin up / spin down) is -13.9 / -13.9 eV. The calculation puts the gap between HOMO and LUMO (spin up / spin down) at 8.59 / 8.59 eV. The value obtained for the energy is -25369.326 eV.

---

(2)
C4H9ClNO3P | ωB97M-V/def2-TZVPD

Each atom is followed by the atoms it is bonded to, with distances in Å.
Atoms and positions in Å:
1 C -1.39129 -0.28519 -2.41087  C4 1.304, H11 1.140, H12 1.023
2 C 1.99519 -0.68361 -0.04795  N5 1.540, H14 1.087, H15 1.107, H16 1.146
3 C 1.21430 -0.34598 2.20959  N5 1.457, H17 1.206, H18 1.070, H19 1.127
4 C -1.73841 -0.25356 -1.15383  C1 1.304, P9 1.970, Cl10 1.719
5 N 1.56793 0.37008 0.99114  C2 1.540, C3 1.457, H13 1.052
6 O -2.22511 2.42263 -1.49779  P9 1.538
7 O -0.51542 1.80600 0.30098  P9 1.514
8 O -2.96315 1.28037 0.78251  P9 1.558
9 P -1.87320 1.51893 -0.30459  C4 1.970, O6 1.538, O7 1.514, O8 1.558
10 Cl -1.73151 -1.67417 -0.18541  C4 1.719
11 H -1.39751 0.66421 -3.04151  C1 1.140
12 H -1.47223 -1.17820 -2.90381  C1 1.023
13 H 0.76124 0.96155 0.66504  N5 1.052
14 H 2.29556 -0.33095 -1.03132  C2 1.087
15 H 2.89456 -1.21220 0.32168  C2 1.107
16 H 1.32588 -1.58732 -0.26651  C2 1.146
17 H 0.32868 -1.15431 2.08170  C3 1.206
18 H 2.05652 -0.83846 2.64847  C3 1.070
19 H 0.86798 0.52016 2.84250  C3 1.127

Its net charge is -2. The molar mass comes out at 185.55 g/mol. The calculation puts the largest force on an atom at 0.0699 hartree/bohr. The energy above the lowest of the compared OMol25 structures with the same formula, charge and spin is 45.3 kcal per mole. The value obtained for the HOMO energy is 0.1 eV. The calculation puts the gap between HOMO and LUMO at 5.73 eV. The value obtained for the energy is -33737.940 eV.

---

(3)
C4H9ClO2S | ωB97M-V/def2-TZVPD

Each atom is followed by the atoms it is bonded to, with distances in Å.
Atoms and positions in Å:
1 C 1.34684 -0.51854 -1.07880  C2 1.557, H9 1.254, H10 1.192, H11 1.294
2 C 1.31887 -0.49969 0.47745  C1 1.557, C3 1.583, H12 1.118, H13 1.150
3 C 0.57005 0.84975 0.83154  C2 1.583, C4 1.489, H14 1.194, H15 1.196
4 C -0.76382 0.93533 0.17563  C3 1.489, S5 1.925, H16 1.199, H17 1.075
5 S -1.87137 -0.63691 0.25542  C4 1.925, O6 1.528, O7 1.453, Cl8 2.046
6 O -2.30000 -1.08255 1.65279  S5 1.528
7 O -1.38849 -1.65927 -0.65686  S5 1.453
8 Cl -3.51583 0.30425 -0.51780  S5 2.046
9 H 1.85505 -1.44397 -1.75459  C1 1.254
10 H 2.15729 0.23416 -1.52377  C1 1.192
11 H 0.15141 -0.14753 -1.40548  C1 1.294
12 H 2.37722 -0.45230 0.83372  C2 1.118
13 H 0.87963 -1.45124 0.94982  C2 1.150
14 H 0.50421 0.96495 2.01787  C3 1.194
15 H 1.01844 1.71705 0.14120  C3 1.196
16 H -0.91612 1.20679 -0.98200  C4 1.199
17 H -1.42338 1.67970 0.58386  C4 1.075

Its net charge is 0. As for the structure (SMILES): CCCCS(=O)(=O)Cl. The molar mass comes out at 156.63 g/mol. The calculation puts the largest force on an atom at 0.0957 hartree/bohr. The energy above the lowest of the compared OMol25 structures with the same formula, charge and spin is 57.5 kcal per mole. The value obtained for the HOMO energy is -11.0 eV. The calculation puts the gap between HOMO and LUMO at 11.21 eV. The value obtained for the energy is -31743.235 eV.

---

(4)
C4H9ClOSi | ωB97M-V/def2-TZVPD

Each atom is followed by the atoms it is bonded to, with distances in Å.
Atoms and positions in Å:
1 C -0.17011 -1.38613 -1.18889  Si2 1.912, H8 1.097, H9 1.098, H10 1.111
2 Si 0.56056 -0.10521 0.02743  C1 1.912, C3 1.819, C4 1.968, C5 1.922
3 C 0.09295 -0.17493 1.78409  Si2 1.819, H11 1.009, H12 1.104, H13 1.169
4 C 0.28588 1.71986 -0.65650  Si2 1.968, H14 1.132, H15 1.182, H16 1.179
5 C 2.35828 -0.77780 0.13481  Si2 1.922, O6 1.183, Cl7 1.900
6 O 2.84480 -1.85053 0.02971  C5 1.183
7 Cl 3.53209 0.66933 0.50674  C5 1.900
8 H -0.12708 -2.24099 -0.50284  C1 1.097
9 H -1.22460 -1.31494 -1.48566  C1 1.098
10 H 0.51104 -1.64452 -2.02743  C1 1.111
11 H -0.15567 -1.15185 1.82394  C3 1.009
12 H 0.92379 0.12700 2.44592  C3 1.104
13 H -0.90453 0.42429 1.89343  C3 1.169
14 H 1.16196 2.29660 -1.08354  C4 1.132
15 H -0.61148 1.72153 -1.42526  C4 1.182
16 H -0.28317 2.30145 0.19634  C4 1.179

Its net charge is 0. As for the structure (SMILES): C[Si](C)(C)C(=O)Cl. The molar mass comes out at 136.65 g/mol. The calculation puts the largest force on an atom at 0.0765 hartree/bohr. The energy above the lowest of the compared OMol25 structures with the same formula, charge and spin is 50.6 kcal per mole. The value obtained for the HOMO energy is -10.0 eV. The calculation puts the gap between HOMO and LUMO at 10.51 eV. The value obtained for the energy is -26741.415 eV.

---

- Number 4 is which compound?
  C4H9ClOSi